[1]
{
  "formula": "C24H32N5OS4Ti",
  "method": "ωB97M-V/def2-TZVPD",
  "lumo_ev": [-6.0, -6.2],
  "e_above_lowest_kj_mol": 8.1,
  "orbital_gap_ev": [6.930, 7.091],
  "charge": 2,
  "spin_multiplicity": 2,
  "total_energy_ha": -3724.61188,
  "symbols": ["Ti", "C", "C", "S", "C", "C", "S", "C", "C", "S", "H", "H", "H", "H", "H", "H", "H", "H", "H", "H", "H", "H", "N", "C", "C", "C", "C", "C", "C", "S", "N", "C", "C", "C", "C", "C", "C", "N", "H", "H", "H", "H", "H", "H", "H", "H", "H", "C", "O", "H", "H", "H", "C", "C", "C", "C", "N", "N", "C", "H", "H", "H", "H", "H", "H", "H", "H"],
  "coordinates": [[-0.065980, -0.331899, -0.207321], [0.452440, 2.207187, 2.531439], [1.923086, 2.231133, 2.111052], [2.376788, 0.873469, 1.007341], [3.284400, 1.716676, -0.305546], [2.491627, 2.753262, -1.094385], [0.961859, 2.040050, -1.732919], [-0.272055, 3.274971, -1.293718], [-0.437951, 3.537091, 0.198194], [-0.736349, 2.044455, 1.181399], [0.245668, 1.358191, 3.183467], [0.208903, 3.109613, 3.090477], [2.183949, 3.168143, 1.624326], [2.541122, 2.146936, 3.003140], [4.183061, 2.161623, 0.121853], [3.610726, 0.903778, -0.959229], [2.255952, 3.623930, -0.484246], [3.094217, 3.104141, -1.931280], [-0.031529, 4.206219, -1.805317], [-1.198809, 2.898677, -1.726433], [0.436019, 4.030256, 0.618128], [-1.289702, 4.194864, 0.360227], [2.214300, -3.460997, 1.456304], [1.442006, -4.169722, 2.430312], [1.643901, -5.519700, 2.638754], [0.846221, -6.190710, 3.556998], [-0.165790, -5.520985, 4.231392], [-0.379352, -4.168732, 3.996483], [0.446201, -3.495948, 3.110286], [0.289326, -1.766718, 2.862465], [0.759880, -1.658004, 1.211245], [1.701214, -2.417564, 0.784769], [2.178855, -2.130577, -0.601405], [3.343575, -2.632188, -1.132649], [3.658385, -2.350343, -2.454738], [2.780109, -1.586687, -3.195646], [1.641625, -1.097483, -2.584536], [1.346997, -1.341419, -1.297996], [2.899200, -4.019901, 0.972290], [2.420225, -6.048102, 2.095125], [1.014513, -7.244006, 3.737079], [-0.791495, -6.048106, 4.939468], [-1.165952, -3.635074, 4.517511], [4.019260, -3.222422, -0.527113], [4.572967, -2.727977, -2.895321], [2.968226, -1.362136, -4.236359], [0.937211, -0.477382, -3.117155], [-1.955120, -0.515841, -2.611387], [-1.085866, -0.050079, -1.585845], [-1.399746, -1.113071, -3.331786], [-2.402894, 0.329437, -3.125805], [-2.743891, -1.129473, -2.180005], [-5.285087, -0.573995, 1.892746], [-4.019478, -1.154128, 1.351147], [-3.706858, -2.423620, 0.922105], [-2.377763, -2.365633, 0.493171], [-1.881928, -1.133851, 0.659476], [-2.913597, -0.413182, 1.171110], [-1.567044, -3.484580, -0.076167], [-5.957062, -1.370233, 2.203907], [-5.796088, 0.019525, 1.132971], [-5.094018, 0.066801, 2.754496], [-4.356887, -3.283963, 0.911231], [-2.781605, 0.553777, 1.424334], [-2.190356, -4.115443, -0.708120], [-1.158904, -4.112503, 0.719222], [-0.741688, -3.116798, -0.682137]],
  "forces_ev_per_a": [[-0.428, 2.738, 1.227], [0.171, 0.009, -0.074], [-0.139, 0.011, 0.124], [0.079, -0.244, -0.039], [0.028, 0.076, -0.029], [0.049, 0.001, 0.044], [0.086, -0.157, -0.150], [-0.047, -0.021, 0.118], [-0.003, 0.015, -0.147], [-0.207, -0.426, 0.131], [0.010, -0.037, 0.014], [0.024, 0.016, 0.050], [-0.018, 0.037, -0.002], [0.003, 0.072, 0.053], [0.012, 0.016, -0.026], [0.010, 0.021, -0.007], [0.022, -0.004, 0.008], [0.027, 0.024, 0.012], [-0.041, 0.050, 0.011], [-0.018, -0.027, -0.006], [0.023, 0.017, 0.000], [0.002, 0.073, -0.028], [0.129, -0.301, 0.270], [0.205, 0.085, -0.187], [0.034, -0.127, -0.016], [-0.029, -0.001, 0.020], [0.032, -0.010, -0.009], [-0.028, -0.073, 0.034], [-0.153, -0.019, 0.117], [0.076, 0.324, -0.008], [-0.169, -0.329, 0.708], [0.407, -0.291, -0.569], [-0.083, -0.290, 0.515], [0.349, -0.190, -0.028], [0.180, -0.119, 0.119], [-0.123, 0.094, -0.175], [-0.130, 0.084, 0.047], [0.883, -0.848, -0.755], [0.006, -0.016, 0.051], [-0.039, 0.016, 0.033], [-0.009, 0.025, -0.005], [0.038, 0.012, -0.020], [0.030, -0.026, -0.049], [0.005, 0.007, -0.060], [-0.047, 0.005, 0.038], [-0.019, 0.007, 0.019], [-0.037, 0.039, -0.036], [0.077, 0.181, 0.432], [-0.900, -0.005, -1.844], [0.093, -0.064, -0.057], [-0.031, 0.106, -0.047], [-0.084, -0.067, 0.079], [0.084, -0.036, -0.014], [-0.194, 0.168, 0.124], [-0.047, -0.132, -0.026], [0.259, -0.071, -0.045], [-0.651, -0.554, 0.104], [0.184, 0.097, 0.028], [-0.080, -0.012, 0.042], [0.021, 0.003, -0.009], [0.023, -0.015, 0.007], [0.010, -0.019, -0.024], [0.031, 0.064, -0.008], [0.009, -0.015, -0.043], [-0.010, -0.008, 0.023], [0.003, 0.011, 0.007], [0.051, 0.050, -0.064]]
}


[2]
{
  "formula": "BrH2NOS",
  "method": "ωB97M-V/def2-TZVPD",
  "lumo_ev": -1.4,
  "e_above_lowest_kj_mol": 104.3,
  "orbital_gap_ev": 8.678,
  "total_energy_ha": -3103.33193,
  "symbols": ["N", "O", "S", "Br", "H", "H"],
  "coordinates": [[3.667538, -2.317384, 0.314063], [0.315446, -0.363676, 0.919233], [3.012511, -1.249746, -0.433656], [3.898136, 0.864230, -0.185030], [0.643051, 0.360192, 0.507981], [-0.563513, -0.377048, 1.252703]],
  "forces_ev_per_a": [[-0.587, 0.986, -0.707], [0.336, -4.619, 1.634], [0.495, -1.356, 0.700], [0.042, 0.278, 0.037], [0.549, 3.868, -1.640], [-0.836, 0.843, -0.024]]
}


[3]
{
  "formula": "C3H8N2O",
  "method": "ωB97M-V/def2-TZVPD",
  "lumo_ev": 0.9,
  "e_above_lowest_kj_mol": 327.3,
  "smiles": "N/N=C/CCO",
  "orbital_gap_ev": 10.145,
  "total_energy_ha": -303.76745,
  "symbols": ["N", "N", "C", "C", "C", "O", "H", "H", "H", "H", "H", "H", "H", "H"],
  "coordinates": [[-2.469885, -0.655538, -0.156040], [-1.100869, -0.518849, -0.175638], [-0.627351, 0.699262, -0.137046], [0.899416, 0.975391, -0.272706], [1.792208, -0.180646, 0.155241], [1.467339, -1.566982, -0.345096], [-2.877043, 0.155884, 0.375394], [-2.630970, -1.493897, 0.353710], [-1.455859, 1.617567, -0.073739], [0.924885, 1.336460, -1.421588], [1.024457, 1.784916, 0.399943], [2.865176, -0.081358, 0.059761], [1.639896, -0.243474, 1.230306], [0.548594, -1.828734, 0.007496]],
  "forces_ev_per_a": [[-0.335, 1.570, 0.663], [1.381, 2.814, 0.105], [-1.724, -1.115, -0.063], [-2.360, -0.305, -3.199], [-1.347, -2.536, 0.541], [-0.927, 1.439, 0.878], [0.095, -1.057, -0.698], [-0.569, -0.695, 0.320], [2.340, -2.055, -0.162], [0.680, -0.685, 2.563], [0.783, 1.108, 0.307], [0.044, 0.358, -0.705], [-0.002, 0.054, 0.358], [1.940, 1.105, -0.908]]
}